# C41H102Cl2O20

A 11-piece molecular cluster, C41H102Cl2O20 overall at a distorted geometry (ωB97M-V with the def2-TZVPD basis set, the Open Molecules 2025 dataset).

Output
ΔE to the lowest compared entry with this formula, charge and spin = 115.6 kJ/mol
SMILES string = COCCOC.COCCOC.COCCOC.COCCOC.COCCOC.COCCOC.COCCOC.COCCOC.COCCOC.COCCOC.ClCCl
Frontier orbital gap = 9.83 eV
LUMO level = 0.59 eV
Highest occupied orbital energy = -9.24 eV

Each atom is followed by the atoms it is bonded to, with distances in Å.
Element x y z (Å)
1 Cl 2.2209 -0.8824 4.8393  C61 1.750
2 Cl 2.0975 -3.7275 4.4488  C61 1.767
3 O 1.2277 2.1610 -4.8051  C39 1.399, C63 1.409
4 O 3.6774 -2.6718 -3.1710  C27 1.419, C48 1.387
5 O -3.2492 -2.4549 -1.0909  C23 1.431, C24 1.358
6 O 0.5629 -2.0480 0.6915  C41 1.403, C60 1.389
7 O 0.0743 4.8677 -5.5172  C29 1.423, C46 1.388
8 O -3.1585 5.5997 4.2688  C31 1.405, C53 1.387
9 O -3.2770 1.6417 -1.9382  C26 1.404, C28 1.453
10 O 5.2926 -4.1334 0.3771  C25 1.405, C38 1.473
11 O 0.7570 -2.3071 -3.4957  C51 1.389, C58 1.405
12 O 5.3396 1.0603 2.1162  C44 1.471, C54 1.384
13 O 4.9165 -1.1861 0.5622  C37 1.444, C57 1.415
14 O -2.3697 7.5950 0.3377  C30 1.441, C55 1.382
15 O -3.2740 -11.2896 -2.7731  C32 1.422, C33 1.406
16 O -0.3937 5.3216 1.0236  C36 1.412, C59 1.415
17 O -0.3742 0.5197 1.4778  C40 1.448, C49 1.420
18 O 3.5075 3.3333 1.4135  C45 1.438, C56 1.455
19 O -1.7878 -9.1727 -0.2246  C42 1.428, C43 1.400
20 O -2.8919 -2.9516 1.7348  C50 1.441, C52 1.373
21 O -1.0605 3.7318 4.5649  C47 1.419, C62 1.430
22 O -4.5854 2.4905 0.2549  C34 1.402, C35 1.408
23 C -3.8740 -1.7432 -0.0177  O5 1.431, C52 1.515, H65 1.078, H131 1.094
24 C -4.1834 -2.7195 -2.0403  O5 1.358, H73 1.108, H81 1.092, H112 1.092
25 C 4.1084 -4.2532 1.1229  O10 1.405, H130 1.072, H139 1.115, H161 1.141
26 C -2.0116 1.5996 -2.5442  O9 1.404, H95 1.088, H102 1.095, H153 1.128
27 C 4.9191 -3.3538 -3.0891  O4 1.419, H76 1.068, H100 1.082, H165 1.089
28 C -3.9523 2.9249 -2.0252  O9 1.453, C35 1.500, H106 1.145, H149 1.099
29 C 0.5096 4.3706 -4.2564  O7 1.423, C39 1.485, H69 1.105, H89 1.114
30 C -2.2854 6.8003 1.5374  O14 1.441, C36 1.511, H122 1.063, H147 1.107
31 C -3.4139 4.2310 4.4572  O8 1.405, C47 1.521, H90 1.118, H141 1.084
32 C -2.4047 -11.0393 -1.6763  O15 1.422, C43 1.553, H78 1.101, H79 1.097
33 C -2.8771 -12.3944 -3.5464  O15 1.406, H85 1.093, H124 1.102, H125 1.103
34 C -5.5803 2.7458 1.2092  O22 1.402, H96 1.063, H140 1.087, H146 1.121
35 C -5.0609 2.8618 -1.0170  O22 1.408, C28 1.500, H104 1.085, H109 1.124
36 C -0.8680 6.3721 1.8395  O16 1.412, C30 1.511, H101 1.103, H157 1.100
37 C 4.6108 -0.2325 -0.4779  O13 1.444, H67 1.099, H116 1.096, H120 1.107
38 C 6.2422 -3.1486 0.9223  O10 1.473, C57 1.503, H134 1.145, H162 1.077
39 C 1.6220 3.3874 -4.2604  O3 1.399, C29 1.485, H123 1.097, H156 1.079
40 C 0.8912 0.2411 0.8321  O17 1.448, C41 1.545, H117 1.103, H135 1.067
41 C 1.4962 -1.1319 1.1994  O6 1.403, C40 1.545, H113 1.064, H145 1.114
42 C -2.0546 -7.8198 0.1459  O19 1.428, H66 1.074, H91 1.112, H111 1.118
43 C -2.7398 -9.6178 -1.1489  O19 1.400, C32 1.553, H92 1.099, H136 1.086
44 C 5.5421 2.4963 2.3616  O12 1.471, C56 1.481, H105 1.106, H164 1.092
45 C 2.8707 4.1022 0.3788  O18 1.438, H80 1.117, H103 1.115, H160 1.089
46 C -0.7698 4.0679 -6.2744  O7 1.388, H83 1.138, H94 1.105, H152 1.100
47 C -2.2651 3.4146 3.8861  O21 1.419, C31 1.521, H68 1.120, H138 1.088
48 C 2.6825 -3.3164 -2.4515  O4 1.387, C51 1.464, H70 1.098, H148 1.137
49 C -1.1612 1.4649 0.7687  O17 1.420, H128 1.144, H133 1.119, H163 1.100
50 C -2.1839 -3.0612 2.9853  O20 1.441, H77 1.096, H84 1.072, H87 1.072
51 C 1.4393 -2.5569 -2.3120  O11 1.389, C48 1.464, H75 1.107, H129 1.099
52 C -2.8850 -1.7196 1.1296  O20 1.373, C23 1.515, H64 1.133, H154 1.067
53 C -2.4197 6.1420 5.3106  O8 1.387, H71 1.095, H97 1.076, H107 1.091
54 C 4.3878 0.5319 2.9715  O12 1.384, H99 1.110, H110 1.098, H114 1.144
55 C -3.6662 8.0101 0.1013  O14 1.382, H88 1.107, H98 1.098, H119 1.101
56 C 4.9585 3.3650 1.3138  O18 1.455, C44 1.481, H115 1.076, H137 1.040
57 C 6.1357 -1.8207 0.2273  O13 1.415, C38 1.503, H151 1.109, H158 1.112
58 C -0.5982 -2.0197 -3.2596  O11 1.405, H126 1.124, H150 1.079, H159 1.050
59 C -0.1784 5.5837 -0.3501  O16 1.415, H74 1.124, H82 1.073, H93 1.113
60 C 0.5060 -3.3007 1.2881  O6 1.389, H132 1.072, H142 1.113, H155 1.044
61 C 3.0978 -2.2831 4.2629  Cl1 1.750, Cl2 1.767, H86 1.087, H118 1.081
62 C -0.0107 2.9104 4.0479  O21 1.430, H72 1.092, H127 1.071, H144 1.061
63 C 1.7538 1.0903 -4.0553  O3 1.409, H108 1.108, H121 1.094, H143 1.099
64 H -1.8904 -1.5267 0.6218  C52 1.133
65 H -4.7946 -2.2662 0.1860  C23 1.078
66 H -1.2158 -7.3983 0.6677  C42 1.074
67 H 4.4568 -0.7727 -1.4221  C37 1.099
68 H -2.4208 2.3098 3.9879  C47 1.120
69 H 0.8704 5.2558 -3.7011  C29 1.105
70 H 3.0330 -3.6059 -1.4521  C48 1.098
71 H -2.1909 7.1781 5.0409  C53 1.095
72 H -0.0281 2.8590 2.9567  C62 1.092
73 H -3.7584 -3.3971 -2.8064  C24 1.108
74 H 0.7078 6.2607 -0.4909  C59 1.124
75 H 1.6795 -1.5693 -1.8738  C51 1.107
76 H 5.1567 -3.6214 -2.0826  C27 1.068
77 H -1.9956 -4.1300 3.1408  C50 1.096
78 H -1.3728 -11.0470 -2.0590  C32 1.101
79 H -2.5341 -11.7690 -0.8680  C32 1.097
80 H 3.0430 5.2021 0.4677  C45 1.117
81 H -5.0510 -3.1637 -1.5488  C24 1.092
82 H 0.1140 4.6473 -0.7838  C59 1.073
83 H -1.5346 3.5403 -5.6169  C46 1.138
84 H -1.2463 -2.5477 2.9070  C50 1.072
85 H -1.7837 -12.3937 -3.5404  C33 1.093
86 H 4.0470 -2.4063 4.7773  C61 1.087
87 H -2.7329 -2.7037 3.8340  C50 1.072
88 H -4.3575 7.1528 0.2177  C55 1.107
89 H -0.3581 3.8898 -3.7486  C29 1.114
90 H -4.3113 3.9587 3.8491  C31 1.118
91 H -2.9613 -7.8555 0.7887  C42 1.112
92 H -3.6717 -9.6283 -0.5657  C43 1.099
93 H -1.1301 5.8522 -0.8613  C59 1.113
94 H -1.2655 4.6367 -7.0812  C46 1.105
95 H -1.2646 2.2904 -2.1596  C26 1.088
96 H -6.4641 2.1791 1.0453  C34 1.063
97 H -3.0310 6.1690 6.1959  C53 1.076
98 H -3.7588 8.2498 -0.9665  C55 1.098
99 H 4.3496 -0.5631 2.7930  C54 1.110
100 H 5.7776 -2.7805 -3.4145  C27 1.082
101 H -0.8213 6.0217 2.8844  C36 1.103
102 H -1.6114 0.5961 -2.3657  C26 1.095
103 H 1.7892 3.8317 0.3633  C45 1.115
104 H -5.6203 3.7905 -0.9721  C35 1.085
105 H 5.1376 2.6571 3.3780  C44 1.106
106 H -3.1213 3.6897 -1.8368  C28 1.145
107 H -1.5202 5.6092 5.6236  C53 1.091
108 H 2.8510 1.1252 -3.9044  C63 1.108
109 H -5.8152 2.1113 -1.3793  C35 1.124
110 H 3.3701 0.8727 2.7404  C54 1.098
111 H -2.1840 -7.1697 -0.7539  C42 1.118
112 H -4.4681 -1.8211 -2.5927  C24 1.092
113 H 2.4719 -1.2808 0.8013  C41 1.064
114 H 4.6306 0.6215 4.0857  C54 1.144
115 H 5.2916 3.0341 0.3456  C56 1.076
116 H 5.4097 0.5171 -0.4811  C37 1.096
117 H 1.6300 1.0282 1.0587  C40 1.103
118 H 3.2160 -2.0012 3.2259  C61 1.081
119 H -3.9327 8.8275 0.7890  C55 1.101
120 H 3.6918 0.2866 -0.1431  C37 1.107
121 H 1.4348 1.0834 -3.0086  C63 1.094
122 H -2.9888 6.0121 1.4194  C30 1.063
123 H 2.4174 3.8087 -4.8872  C39 1.097
124 H -3.1877 -12.2006 -4.5862  C33 1.102
125 H -3.3152 -13.3105 -3.1147  C33 1.103
126 H -0.7613 -1.4644 -2.2955  C58 1.124
127 H 0.9371 3.3366 4.3069  C62 1.071
128 H -1.1539 1.1566 -0.3331  C49 1.144
129 H 0.7689 -3.0081 -1.5665  C51 1.099
130 H 3.6858 -5.1831 0.7963  C25 1.072
131 H -4.0766 -0.7348 -0.3892  C23 1.094
132 H -0.4719 -3.6425 1.0106  C60 1.072
133 H -0.7632 2.5046 0.8783  C49 1.119
134 H 7.3162 -3.4789 0.7019  C38 1.145
135 H 0.6997 0.2930 -0.2167  C40 1.067
136 H -2.8754 -8.9244 -1.9733  C43 1.086
137 H 5.2396 4.3644 1.3736  C56 1.040
138 H -2.0666 3.5391 2.8234  C47 1.088
139 H 3.4118 -3.4269 0.8498  C25 1.115
140 H -5.1316 2.3956 2.1353  C34 1.087
141 H -3.6605 4.1064 5.5052  C31 1.084
142 H 1.2912 -3.9982 0.9187  C60 1.113
143 H 1.4974 0.1919 -4.6340  C63 1.099
144 H -0.0752 1.9458 4.4855  C62 1.061
145 H 1.5008 -1.1716 2.3124  C41 1.114
146 H -5.8829 3.8247 1.2357  C34 1.121
147 H -2.7370 7.4150 2.3396  C30 1.107
148 H 2.4674 -4.2632 -3.0435  C48 1.137
149 H -4.4078 3.0908 -3.0111  C28 1.099
150 H -1.0547 -1.4869 -4.0790  C58 1.079
151 H 6.9086 -1.0876 0.5372  C57 1.109
152 H -0.2316 3.2482 -6.7727  C46 1.100
153 H -2.0500 1.7340 -3.6637  C26 1.128
154 H -3.1575 -0.9520 1.8187  C52 1.067
155 H 0.5685 -3.2635 2.3299  C60 1.044
156 H 2.0032 3.2300 -3.2633  C39 1.079
157 H -0.3082 7.3180 1.8080  C36 1.100
158 H 6.1634 -1.8996 -0.8820  C57 1.112
159 H -1.1464 -2.9007 -3.0989  C58 1.050
160 H 3.3356 3.8255 -0.5658  C45 1.089
161 H 4.3381 -4.3704 2.2341  C25 1.141
162 H 6.1383 -3.0574 1.9899  C38 1.077
163 H -2.2102 1.4635 1.1002  C49 1.100
164 H 6.6258 2.6264 2.3532  C44 1.092
165 H 4.8765 -4.2007 -3.7722  C27 1.089

Mulliken atomic charge list, values in e, 2 entries: atom 1 (Cl): -0.135, atom 2 (Cl): -0.155